(1)
Here is C24H32F2FeMnO14 as an isolated structure in a non-equilibrium geometry from the Open Molecules 2025 dataset. Energies are from ωB97M-V/def2-TZVPD.

```
! wB97M-V def2-TZVPD RIJCOSX def2/J DEFGRID3
* xyz 3 11
Mn 1.78771 4.08334 -0.20254
Fe -2.57927 -2.69506 0.15923
C 0.87076 -0.13370 -0.27124
C 0.91892 1.24798 -0.36021
C -0.39614 2.08347 -0.41497
O -0.39874 3.40827 -0.35907
C -1.58525 1.50389 -0.35324
C -1.79709 0.07284 -0.13086
C -0.39675 -0.78737 -0.22404
O -0.65352 -2.05826 -0.18590
O -2.76988 -0.65260 0.02741
O 2.11725 1.78358 -0.34792
H 1.74561 -0.72362 -0.04098
H -2.43122 2.17207 -0.28797
C -3.40852 -2.24335 -4.10404
C -2.92537 -3.36326 -3.14927
O -2.66221 -3.13662 -1.98153
C -3.17142 -4.84687 -3.59471
H -3.90163 -1.35845 -3.70172
H -4.06204 -2.68332 -4.85732
H -2.45460 -1.83077 -4.43255
H -4.24813 -4.93007 -3.44683
H -2.44791 -5.47704 -3.07750
H -3.06835 -4.99756 -4.66931
C -2.25130 -1.16679 4.38132
C -1.59150 -2.02742 3.26501
O -2.26362 -2.28430 2.24912
C -0.09103 -2.36036 3.39716
H -1.65589 -1.25700 5.28987
H -3.29232 -1.44067 4.55277
H -2.11892 -0.16569 3.97100
H -0.03365 -3.44636 3.32360
H 0.30873 -1.95863 4.32822
H 0.35107 -1.91546 2.50568
C 1.47299 5.00891 3.79760
C 1.38252 3.66368 3.13083
O 1.55088 3.56539 1.90095
C 1.07372 2.49040 3.96078
H 1.06430 5.76190 3.12375
H 2.44956 5.38514 4.10233
H 0.88238 5.02405 4.71359
H 0.20530 2.59415 4.61130
H 1.96629 2.10587 4.45428
H 0.94881 1.73155 3.18836
C -2.28847 5.45768 3.77367
C -2.37211 5.44959 2.19359
O -1.84669 6.40039 1.60659
C -3.44134 4.54664 1.60408
H -2.38771 4.45554 4.19077
H -3.12838 6.06581 4.10956
H -1.33882 5.92009 4.04284
H -4.36499 5.08083 1.82679
H -3.30634 3.55651 2.03944
H -3.16912 4.42748 0.55537
C 1.88673 -3.28540 -1.95068
C 0.83801 -3.89012 -2.94687
O 1.61291 -4.75871 -3.78687
C 2.85327 -4.78484 -3.39033
O 3.75735 -5.37604 -3.94656
O 2.93597 -4.15808 -2.14626
F 0.34127 -2.86942 -3.68819
H 1.40861 -3.36251 -0.97418
H 2.14876 -2.32024 -2.38418
H 0.09137 -4.40941 -2.34606
C 4.86004 -0.00544 -2.49721
C 4.08748 -0.11010 -3.80908
O 4.58429 -1.32132 -4.43500
C 5.30948 -1.95007 -3.47847
O 5.86785 -3.00566 -3.62587
O 5.49297 -1.20223 -2.36523
F 4.31116 1.02258 -4.53281
H 4.18075 0.12484 -1.65479
H 5.60948 0.77357 -2.63719
H 3.02573 -0.21781 -3.58732
*
```

The HOMO energy (alpha / beta) is -15.55 / -15.55 eV. As for the expectation value of S²: 30.016.


(2)
Here is a 2-piece molecular cluster, C4H13N5 overall in a non-equilibrium geometry from the Open Molecules 2025 dataset. Energies are from ωB97M-V/def2-TZVPD.

```
! wB97M-V def2-TZVPD RIJCOSX def2/J DEFGRID3
* xyz 0 1
C 1.73044 1.39294 0.72417
C 0.27236 1.13134 0.96307
N -0.57668 1.62978 -0.04044
C -0.20324 0.67728 2.12984
H -1.55296 1.40526 0.08953
H -0.16240 1.72714 -0.95669
H 2.07628 0.78334 -0.11209
H 1.89066 2.44050 0.47432
H 2.32203 1.13439 1.59812
H 0.45473 0.40782 2.93680
H -1.26012 0.54526 2.29675
C -0.47826 -0.89334 -1.23848
N 0.47849 -2.05754 0.51166
N -0.39328 -0.30998 -2.50453
N -1.75943 -1.08428 -0.73189
N 0.60812 -1.28660 -0.66311
H 1.42445 -2.23269 0.83634
H -0.01411 -1.51817 1.22976
H 0.55060 -0.35812 -2.86331
H -1.07710 -0.64337 -3.17060
H -1.81864 -1.87843 -0.11037
H -2.51193 -1.01253 -1.39885
*
```

The value obtained for the energy relative to the best compared isomer or geometry (same formula, charge and spin) is 47.1 kJ/mol. The HOMO energy is -7.57 eV.


(3)
Here is C31H39BeBr2Cl7LiN2NaO2S2 as an isolated structure in a non-equilibrium geometry from the Open Molecules 2025 dataset. Energies are from ωB97M-V/def2-TZVPD.

```
! wB97M-V def2-TZVPD RIJCOSX def2/J DEFGRID3
* xyz 0 1
C 4.08314 -2.17738 3.62032
C 5.55965 -2.02779 4.06479
C 5.89675 -0.74832 3.32367
C 5.40840 -0.98562 1.92114
O 5.43781 0.15259 1.06698
C 4.22288 -0.01057 0.39718
C 4.00852 -1.20735 -0.35433
C 2.74023 -1.36549 -0.99189
C 1.64632 -0.41477 -0.98161
C 1.85508 0.81660 -0.21315
C 0.75033 1.84944 -0.12964
S 0.36085 2.56183 -1.79469
C -1.34237 3.23482 -1.60177
C -1.35533 4.51358 -0.68468
C 3.11755 1.01219 0.47890
C 3.44950 2.25471 1.35259
C 4.72440 3.02993 0.85862
C 5.66132 3.27538 2.09688
Br 4.26724 4.75598 0.03327
N 0.38139 -0.59180 -1.61840
C -0.51186 -1.31226 -0.65874
C -1.71992 -0.67010 -0.28953
C -2.56590 -1.39930 0.67524
C -2.10285 -2.65580 1.13035
C -0.83861 -3.11893 0.63410
N -0.05309 -2.51311 -0.23512
C 0.46403 -1.29239 -2.87577
C -0.44357 -0.92276 -3.92372
C -1.47962 0.19730 -3.79520
C -0.40313 -1.61698 -5.17363
C 0.49489 -2.67957 -5.44102
C 1.39150 -3.05675 -4.41014
C 1.35575 -2.36262 -3.18153
S 2.53744 -2.89165 -1.91621
H 4.01985 -2.64377 2.61896
H 3.56423 -2.85410 4.33498
H 3.58256 -1.17279 3.67522
H 5.64562 -1.83644 5.15315
H 6.18009 -2.93013 3.88436
H 5.24698 0.04792 3.75119
H 6.96481 -0.45356 3.36212
H 5.86112 -1.85225 1.40071
H 4.31513 -1.21180 2.07596
H 4.77498 -1.98782 -0.44841
H -0.16058 1.39045 0.35704
H 1.01396 2.71852 0.50297
H -1.78109 3.47749 -2.59376
H -2.02248 2.50319 -1.12183
H -2.30344 5.08277 -0.79538
H -0.49476 5.14490 -0.97860
H -1.32531 4.17858 0.36970
H 2.58856 2.92194 1.51490
H 3.72240 1.85838 2.35925
H 5.30280 2.45931 0.10751
H 5.78802 2.31729 2.64357
H 6.65503 3.65702 1.80596
H 5.10694 3.97972 2.75577
H -2.05674 0.30275 -0.63632
H -3.50053 -0.98856 1.06110
H -2.68455 -3.22588 1.86816
H -0.49123 -4.10251 1.00828
H -1.50318 0.72077 -4.78120
H -1.22975 0.96624 -3.04690
H -2.50818 -0.20913 -3.66774
H -1.07982 -1.32817 -5.99657
H 0.55401 -3.21783 -6.39507
H 2.11502 -3.87449 -4.52939
Cl -4.79781 -1.95416 -0.11558
C -6.27140 -1.90353 -1.09893
C -7.17418 -3.06513 -0.78791
Cl -6.47344 -4.62714 -1.33991
H -5.98149 -1.88318 -2.14979
H -6.78419 -0.96689 -0.86878
H -8.13431 -2.94788 -1.30946
H -7.37335 -3.14348 0.28145
Li -9.96694 -3.36183 -1.40241
C -3.87610 6.79403 1.75547
Cl -4.19522 6.97113 0.02468
Cl -4.89361 5.53207 2.44785
Cl -2.16767 6.44703 2.04951
H -4.11915 7.73207 2.24005
Br -5.54142 -1.07093 2.46454
Be 2.71136 -0.69114 1.82827
O -11.27185 -1.90771 0.35009
H -11.79949 -1.96499 1.14788
Cl 1.70554 -0.79883 3.09878
Na -8.44533 -5.84631 -2.83131
Cl -2.00913 1.18575 1.21258
*
```

The HOMO energy is -5.74 eV.


(4)
Here is a 2-piece molecular cluster, C5H11N5O7P2 overall in a non-equilibrium geometry from the Open Molecules 2025 dataset. Energies are from ωB97M-V/def2-TZVPD.

```
! wB97M-V def2-TZVPD RIJCOSX def2/J DEFGRID3
* xyz 0 1
N 3.35208 -0.75972 -0.68368
C 1.99248 -0.85944 -0.67470
N 1.38650 -2.00349 -0.97706
C 0.09121 -1.74698 -0.83021
N -0.11336 -0.49508 -0.45968
P -1.73058 0.15836 -0.13053
P -2.24132 1.82897 -1.44256
O -3.55357 2.25362 -0.97155
O -1.16711 3.01679 -1.28315
O -2.36797 1.47324 -3.02467
N 1.08890 0.09542 -0.36264
C 1.21890 1.50217 0.02905
O 2.53582 1.83233 0.37643
N 3.18390 2.32799 -0.78157
O 4.26784 2.65216 -0.54475
H 3.86176 -1.38014 -0.08464
H 3.88005 -0.08185 -1.19189
H -0.71339 -2.44037 -0.97043
H -2.57773 -0.85602 -0.59971
H -1.32095 3.71802 -1.92769
H -1.48781 1.34072 -3.39877
H 0.56910 1.72742 0.86514
H 0.95411 2.11052 -0.83033
C -1.73635 -2.53953 3.39089
C -1.39387 -1.76274 2.12186
O -1.97986 -2.08886 1.04937
O -0.55331 -0.84611 2.21314
H -2.47798 -3.31119 3.19319
H -0.83652 -3.00975 3.78814
H -2.13102 -1.85645 4.14302
*
```

The value obtained for the energy relative to the best compared isomer or geometry (same formula, charge and spin) is 0.0 kJ/mol. The HOMO energy is -8.37 eV.


(5)
Here is an isolated ion of composition C3H6NOS and charge +1 in a non-equilibrium geometry from the Open Molecules 2025 dataset. Energies are from ωB97M-V/def2-TZVPD.

```
! wB97M-V def2-TZVPD RIJCOSX def2/J DEFGRID3
* xyz 1 1
C 2.24727 0.52039 -0.00748
C 0.29210 -1.09177 -0.31764
C -0.27125 0.09988 0.39927
N -1.58802 0.64343 0.06203
O 2.85017 1.50357 -0.16361
S 2.07768 -1.12670 0.06148
H -0.28018 -1.99417 -0.02654
H 0.39289 -1.06794 -1.35601
H -0.02087 0.31693 1.46557
H -1.98596 -0.08404 -0.52138
H -1.54866 1.50518 -0.47720
H -2.16518 0.77524 0.88150
*
```

The value obtained for the energy relative to the best compared isomer or geometry (same formula, charge and spin) is 278.1 kJ/mol. The HOMO energy (alpha / beta) is -11.73 / -12.36 eV.


(6)
Here is one molecule with the formula C3H9N2 in a non-equilibrium geometry from the Open Molecules 2025 dataset. Energies are from ωB97M-V/def2-TZVPD.

```
! wB97M-V def2-TZVPD RIJCOSX def2/J DEFGRID3
* xyz 0 2
C 0.52116 1.27091 -1.67952
C 0.43986 0.95520 -0.20251
N -0.86221 -2.03627 1.48659
C -0.19039 -0.82179 1.30187
N 0.12349 -0.44263 0.02953
H -0.48181 1.14769 -2.11138
H 1.13619 0.54784 -2.21975
H 0.88375 2.25801 -1.95006
H -0.28131 1.59644 0.32159
H 1.39784 1.23303 0.25759
H -0.53214 -2.59594 2.25790
H -1.80454 -2.15096 1.17550
H 0.01061 -0.10665 2.08809
H -0.36050 -0.85489 -0.75546
*
```

The value obtained for the energy relative to the best compared isomer or geometry (same formula, charge and spin) is 0.0 kJ/mol. The HOMO energy (alpha / beta) is -5.46 / -9.07 eV. As for the expectation value of S²: 0.753.


| no. | DFT total energy (Eh) |
| --- | --- |
| 1 | -4600.4036 |
| 2 | -433.9522 |
| 3 | -10814.6013 |
| 4 | -1680.2322 |
| 5 | -645.7053 |
| 6 | -229.1412 |